ORCA calculation (ωB97M-V/def2-TZVPD) on a gas-phase ion, C3H7O2 (charge -1) at a distorted geometry.

HOMO ... -2.082 eV
ΔE to the lowest compared entry with this formula, charge and spin ... 60.0 kcal/mol
Electronic energy ... -7318.3503 eV
Maximum force ... 1.6 eV/A
Orbital gap ... 6.125 eV

```
! RIJCOSX wB97M-V def2-TZVPD def2/J DEFGRID3
* xyz -1 1
C 0.1538 0.4893 -0.2634
C 0.2496 -1.0150 -0.4466
O 0.0056 -1.3686 -1.8500
C -0.1843 0.8773 1.2588
O -0.2418 -0.1833 2.1183
H -0.6024 0.9607 -0.8974
H 1.0678 1.0437 -0.4814
H 1.2692 -1.3431 -0.2542
H -0.4269 -1.5823 0.1724
H -0.7263 -0.8612 -2.2121
H 0.6103 1.5933 1.5876
H -1.1747 1.3892 1.2681
*
```

---

ORCA calculation (ωB97M-V/def2-TZVPD) on a molecular structure, C17H18N6O2SZr.

HOMO ... -14.996 eV
ΔE to the lowest compared entry with this formula, charge and spin ... 0.0 kcal/mol
Electronic energy ... -43062.2864 eV
Maximum force ... 0.3 eV/A
Orbital gap ... 8.023 eV

```
! RIJCOSX wB97M-V def2-TZVPD def2/J DEFGRID3
* xyz 2 1
Zr 0.2540 -0.8249 -0.9090
S 6.1918 3.7609 0.8920
N 6.0220 2.1733 1.0742
C 4.8280 1.8612 0.5927
C 4.2628 0.5316 0.5358
C 4.9528 -0.6114 0.9578
C 4.3440 -1.8423 0.8615
C 3.0517 -1.9084 0.3609
N 2.3732 -0.8284 -0.0323
C 2.9715 0.3892 0.0307
C 2.2192 1.5551 -0.4604
N 0.9800 1.3390 -0.9731
C 0.2880 2.3753 -1.4508
C 0.7723 3.6755 -1.4327
C 2.0211 3.9106 -0.9040
C 2.7683 2.8342 -0.4081
C 4.0974 2.9825 0.1405
N 4.7629 4.1224 0.2513
H 5.9579 -0.5012 1.3447
H 4.8468 -2.7499 1.1620
H 2.5498 -2.8649 0.2682
H -0.6881 2.1564 -1.8668
H 0.1685 4.4762 -1.8344
H 2.4473 4.9050 -0.8663
C -3.3317 -1.0188 -2.2643
N -3.7700 -1.1588 -0.8739
C -5.1962 -0.9202 -0.6343
C -2.8739 -1.2699 0.0997
O -1.6460 -0.9002 -0.1477
N -3.1726 -1.7116 1.3177
C -4.2672 -2.6498 1.5860
C -2.2917 -1.4454 2.4515
H -4.1122 -1.4259 -2.9027
H -2.4146 -1.5728 -2.4468
H -3.1874 0.0322 -2.5237
H -5.5089 -0.1038 -1.2839
H -5.3648 -0.6159 0.3939
H -5.7990 -1.7970 -0.8656
H -4.6123 -3.1029 0.6627
H -5.0967 -2.1652 2.0990
H -3.8758 -3.4397 2.2259
H -1.6979 -0.5550 2.2717
H -1.6409 -2.3001 2.6458
H -2.9078 -1.2729 3.3320
O 0.3242 -1.5230 -2.4777
*
```

---

ORCA calculation (ωB97M-V/def2-TZVPD) on a molecular structure, C39H51ClO4P4Pt at a distorted geometry.

HOMO (alpha / beta) ... -10.720 / -10.861 eV
ΔE to the lowest compared entry with this formula, charge and spin ... 60.1 kcal/mol
Expectation value of S² ... 6.02
Electronic energy ... -102365.6821 eV
Maximum force ... 5.5 eV/A
Orbital gap (alpha / beta) ... 5.443 / 2.946 eV

```
! RIJCOSX wB97M-V def2-TZVPD def2/J DEFGRID3
* xyz 2 5
P 1.4380 1.1703 -3.2030
C 3.1504 1.5774 -3.2768
C 3.9264 0.9356 -4.2653
H 3.4915 0.1511 -4.8796
C 5.2379 1.3681 -4.4698
H 5.8343 0.9086 -5.2501
C 5.7542 2.4020 -3.6758
H 6.7769 2.7443 -3.8470
C 4.9913 2.9974 -2.6568
H 5.4040 3.7917 -2.0438
C 3.6855 2.5734 -2.4475
H 3.0595 3.0069 -1.6591
C 1.0582 -0.4701 -3.8450
C 1.8094 -1.5867 -3.3672
H 2.6534 -1.4172 -2.7076
C 1.4475 -2.8556 -3.8025
H 2.0282 -3.7107 -3.4293
C 0.4233 -3.0305 -4.7148
H 0.1677 -4.0184 -5.0736
C -0.3046 -1.9176 -5.2102
H -1.0793 -2.0465 -5.9532
C 0.0172 -0.6481 -4.7491
H -0.5082 0.2425 -5.1648
C 0.3227 2.4359 -3.8086
C 0.7088 3.0489 -5.0165
H 1.6244 2.7350 -5.5164
C -0.1120 4.0352 -5.5739
H 0.1604 4.4747 -6.5238
C -1.2754 4.4270 -4.8937
H -1.9058 5.2007 -5.3242
C -1.6368 3.8451 -3.6677
H -2.5257 4.1526 -3.1342
C -0.8414 2.8325 -3.1336
H -1.0977 2.3551 -2.1810
Pt 0.2827 0.2933 1.0831
C -1.3944 -1.0427 1.0131
C -1.8896 -1.4477 -0.1884
H -1.8261 -1.3848 1.9670
C -1.2311 -0.8937 -1.4394
O -2.1309 -0.0262 -2.1753
H -1.6700 0.3619 -2.9155
C -0.1299 0.0101 -0.8706
H -0.7166 -1.6137 -2.0850
C 0.8265 0.8212 -0.6462
Cl 2.1524 1.6407 2.0874
P -1.1943 2.0028 1.8535
P 1.6569 -1.5756 1.6798
C -0.6351 2.9570 3.2898
H 0.4605 3.0124 3.2441
H -0.9299 2.4499 4.2174
H -1.0718 3.9646 3.2556
C -1.3982 3.2061 0.5117
H -2.1245 2.8241 -0.2155
H -0.4317 3.3609 0.0188
H -1.7567 4.1556 0.9308
C -2.8623 1.4097 2.2523
H -2.7934 0.5717 2.9619
H -3.3510 1.0632 1.3341
H -3.4507 2.2247 2.6976
C 2.4534 -1.5551 3.3111
H 1.7520 -1.9334 4.0638
H 2.7234 -0.5184 3.5490
H 3.3509 -2.1868 3.2916
C 0.8181 -3.1881 1.6117
H 0.3895 -3.3356 0.6127
H 0.0067 -3.1931 2.3538
H 1.5231 -4.0024 1.8301
C 3.0091 -1.6569 0.4726
H 3.4393 -0.6541 0.3753
H 2.6158 -1.9873 -0.4960
H 3.7736 -2.3615 0.8281
P -3.2668 -2.5372 -0.5777
C -3.7313 -3.4107 0.8908
C -2.7166 -3.6614 -1.8586
H -3.9465 -2.7100 1.7073
H -2.9299 -4.0905 1.2022
H -4.6315 -3.9928 0.6481
H -2.3507 -3.1249 -2.7415
H -3.5678 -4.2928 -2.1472
H -1.9127 -4.3040 -1.4805
C -4.6061 -1.5366 -1.2014
H -5.0102 -0.9132 -0.3950
H -5.3939 -2.1992 -1.5775
H -4.2419 -0.8784 -1.9978
H 1.6010 1.5274 -0.1846
O 1.1194 0.9463 5.7685
C 0.3746 0.2268 6.6140
C 0.5720 0.3818 7.9991
C -0.1641 -0.3811 8.8915
C -1.0990 -1.3147 8.4198
C -1.3123 -1.4692 7.0501
C -0.6024 -0.6950 6.1238
C -0.8659 -0.8314 4.6450
O -1.6982 -1.6092 4.2234
O -0.1222 -0.0446 3.8936
H 0.7596 0.6768 4.8213
H 1.3182 1.1112 8.3250
H -0.0042 -0.2466 9.9617
H -1.6691 -1.9270 9.1302
H -2.0314 -2.1829 6.6460
*
```

---

ORCA calculation (ωB97M-V/def2-TZVPD) on a molecular structure, C46H52BiFN5O2Se at a distorted geometry.

HOMO ... -3.934 eV
ΔE to the lowest compared entry with this formula, charge and spin ... 0.0 kcal/mol
Electronic energy ... -133999.3244 eV
Maximum force ... 1.6 eV/A
Orbital gap ... 6.439 eV

```
! RIJCOSX wB97M-V def2-TZVPD def2/J DEFGRID3
* xyz -1 1
Bi 0.4072 0.1870 0.4195
C -0.2939 -3.8130 -2.1609
C 1.0952 -3.1694 -2.1313
C 1.7435 -3.2997 -3.5149
C 1.9993 -3.7642 -1.0734
C 2.0808 -5.1432 -0.9416
C 2.9270 -5.7260 -0.0178
C 3.7252 -4.9207 0.7736
C 3.6968 -3.5431 0.6489
C 4.6787 -2.6993 1.4217
C 4.6766 -2.9898 2.9217
C 6.0895 -2.8815 0.8562
C 2.8222 -2.9363 -0.2791
N 2.7568 -1.5503 -0.3624
C 3.4866 -0.9197 -1.2796
C 4.3058 -1.5801 -2.2407
C 4.9963 -0.9129 -3.2224
C 4.9567 0.4710 -3.3161
C 4.2229 1.1675 -2.3676
C 3.5304 0.4895 -1.3964
F 2.8568 1.2718 -0.4676
H -0.9392 -3.2775 -2.8565
H -0.7567 -3.7889 -1.1780
H -0.2394 -4.8491 -2.4906
H 0.9799 -2.1028 -1.9017
H 2.0181 -4.3357 -3.7109
H 2.6354 -2.6822 -3.5742
H 1.0507 -2.9750 -4.2896
H 1.4936 -5.7801 -1.5894
H 2.9910 -6.8020 0.0599
H 4.4137 -5.3778 1.4717
H 4.3825 -1.6558 1.2879
H 5.1925 -3.9225 3.1428
H 3.6552 -3.0522 3.2883
H 5.1759 -2.1797 3.4512
H 6.4281 -3.9124 0.9713
H 6.7809 -2.2279 1.3854
H 6.1093 -2.6247 -0.2008
H 4.3750 -2.6574 -2.1802
H 5.5912 -1.4796 -3.9289
H 5.4976 1.0023 -4.0846
H 4.1918 2.2471 -2.3711
N 0.0382 -3.7095 1.8509
N -1.1301 -3.3717 1.1224
C -1.6322 -2.1101 1.0181
O -2.6812 -1.9344 0.4057
O -0.9233 -1.1772 1.5826
H 0.3680 -2.8431 2.2796
H 0.7656 -3.9895 1.1840
H -1.7597 -4.1452 0.9585
N -1.4858 2.6494 -1.2762
C -0.1706 3.0587 -1.3007
C 0.4958 3.2040 -2.5183
C 1.7383 3.8061 -2.5771
C 2.3399 4.2725 -1.4206
C 1.7138 4.0802 -0.2024
C 0.4765 3.4624 -0.1195
C -0.1584 3.2296 1.1950
C -0.5260 4.2990 2.0063
C -1.1331 4.0702 3.2297
C -1.3811 2.7729 3.6463
C -0.9848 1.7080 2.8528
C -0.3600 1.9210 1.6369
H -1.8359 2.1557 -2.0820
H -1.8539 2.3261 -0.3953
H 0.0258 2.8406 -3.4228
H 2.2382 3.9217 -3.5305
H 3.2968 4.7705 -1.4651
H 2.1986 4.3995 0.7079
H -0.3401 5.3126 1.6723
H -1.4174 4.9070 3.8568
H -1.8737 2.5874 4.5910
H -1.1708 0.6932 3.1735
N -3.5933 0.2289 -1.1875
C -3.0530 0.1321 -2.4461
C -3.6255 0.7692 -3.5528
C -2.9852 0.7487 -4.7773
C -1.7768 0.0926 -4.9348
C -1.2046 -0.5500 -3.8477
C -1.8326 -0.5320 -2.6209
H -4.5791 0.4297 -1.1332
H -3.2893 -0.4881 -0.5278
H -4.5714 1.2819 -3.4446
H -3.4375 1.2442 -5.6245
H -1.2843 0.0734 -5.8957
H -0.2685 -1.0766 -3.9603
H -1.4109 -1.0457 -1.7706
C 1.6871 2.1187 7.7891
C 1.7089 1.5437 6.4012
C 1.2174 0.2762 6.1355
C 1.2902 -0.2771 4.8656
C 0.7351 -1.6414 4.6164
C 1.8697 0.4533 3.8298
Se 2.2009 -0.4423 2.0953
C 2.3387 1.7437 4.0681
C 2.9164 2.5905 2.9775
C 2.2417 2.2723 5.3495
H 1.2985 1.3945 8.5024
H 1.0663 3.0142 7.8239
H 2.6939 2.4015 8.0982
H 0.7825 -0.3047 6.9392
H 0.3547 -2.0817 5.5343
H 1.5050 -2.2922 4.2018
H -0.0751 -1.5700 3.8923
H 3.3039 1.9729 2.1696
H 3.7144 3.2325 3.3510
H 2.1276 3.2268 2.5748
H 2.6121 3.2730 5.5367
*
```